Formula: C45H37BrErF3N8OSSeSi
Source: OMol25
Level of theory: ωB97M-V with the def2-TZVPD basis set

XYZ file:
```
99
C45H37BrErF3N8OSSeSi (ωB97M-V with the def2-TZVPD basis set)
C -1.185 -25.296 3.082
C 0.848 -21.542 3.957
C -4.078 -23.205 3.447
C -10.070 -20.329 -1.113
C -0.545 -23.374 -1.946
H -8.819 -19.111 0.221
C -1.713 -25.896 -1.966
C 2.066 -21.111 4.526
N -2.846 -23.513 2.799
C -4.757 -20.191 -0.539
H -8.677 -24.681 2.183
H -5.035 -22.601 -2.941
H -4.480 -21.117 3.133
Br -11.269 -22.356 -2.644
H 1.722 -24.999 1.635
C -8.211 -19.021 -1.861
C 3.171 -21.612 2.446
C -7.789 -27.456 0.935
H -6.055 -25.318 5.381
C 0.332 -21.387 -3.053
F 4.364 -19.933 5.531
Er -1.232 -22.543 1.318
H -6.723 -26.251 -1.959
N -0.927 -23.947 -0.748
C -4.454 -24.292 4.192
C -7.534 -25.580 -1.603
H 2.059 -20.885 5.596
C -3.047 -20.119 1.214
C 0.401 -19.962 -0.678
H -8.706 -28.050 0.768
H -1.459 -25.735 0.128
C 0.542 -20.024 -3.068
H -8.422 -25.867 -2.172
H -6.942 -28.105 0.641
C 1.922 -21.943 1.937
C -1.505 -25.261 -3.189
C 0.937 -25.252 2.317
C -0.800 -24.034 -3.164
H -7.259 -24.566 -1.954
H -1.757 -25.743 -4.083
H 1.716 -22.218 0.905
H -5.094 -17.378 1.458
C -2.486 -24.735 3.268
H 0.741 -19.511 -3.980
H 4.092 -21.865 1.943
C -4.778 -22.185 -1.951
C -0.092 -21.301 -0.685
N -6.903 -18.660 -1.628
H -10.761 -20.730 -0.434
C -6.440 -23.219 4.951
N -3.254 -22.116 -0.078
C -4.784 -22.040 3.559
C -3.810 -22.727 -1.181
N -0.218 -24.549 2.364
H -1.291 -27.096 4.267
F 5.389 -21.631 4.604
C -5.414 -20.998 -1.504
H -7.740 -27.267 2.042
C -3.539 -18.863 1.622
H -0.052 -21.663 4.552
H -7.946 -18.890 -3.983
C -10.094 -20.929 -2.381
C 3.232 -21.090 3.745
N -3.473 -25.271 4.021
C -5.327 -18.967 0.017
H -0.388 -23.609 -4.087
O -2.031 -20.642 1.798
Se -5.472 -25.132 0.822
N -6.605 -18.589 -0.354
Si -7.577 -25.682 0.252
C -0.738 -26.487 3.560
C 0.673 -19.323 -1.877
H -6.381 -20.750 -1.909
N 0.797 -21.975 2.712
H 0.468 -21.903 -3.969
C -5.940 -22.103 4.327
H 0.453 -19.500 0.298
C -9.110 -19.376 -0.785
H -8.765 -23.670 0.789
C -1.308 -25.214 -0.794
H -9.670 -20.672 -4.462
F 5.222 -19.722 3.507
H -3.569 -23.756 -1.291
C -9.456 -20.334 -3.459
H -7.301 -23.261 5.635
H -9.846 -25.102 0.812
H -3.078 -18.342 2.473
C -5.670 -24.378 4.895
C -4.666 -18.318 1.077
H -3.443 -26.203 4.520
C -8.857 -24.711 1.100
S 0.954 -26.702 3.334
C -3.726 -20.867 0.189
C -8.523 -19.337 -3.243
H 0.924 -18.307 -1.842
C -0.071 -22.041 -1.870
H -6.461 -21.154 4.472
H -2.188 -26.894 -1.888
C 4.534 -20.589 4.341
```

Properties
Spin multiplicity: 4
Strongest force on any atom: 0.075 Eh/bohr
Expectation value of S²: 3.76
Frontier orbital gap (spin up / spin down): 4.31 / 4.31 eV
HOMO energy (spin up / spin down): -5.56 / -5.56 eV
E_LUMO (spin up / spin down): -1.250 / -1.248 eV
Molar mass: 1149.12 g mol⁻¹
Relative energy (zero: lowest compared OMol25 entry of this formula, charge and spin): 2.3185 eV

Formula: C45H37N3P2Ti
Source: OMol25
Level of theory: ωB97M-V with the def2-TZVPD basis set

XYZ file:
```
88
C45H37N3P2Ti (ωB97M-V with the def2-TZVPD basis set)
H 0.939 4.167 -1.160
C 3.470 2.850 -0.769
C 3.033 -1.705 -3.493
C -2.636 -1.215 3.795
C 4.636 0.263 -2.365
H -2.808 1.587 0.545
C -1.219 -6.370 -0.839
C 4.262 4.801 0.403
H -1.502 -4.274 4.717
C 4.367 -1.601 -3.861
C 0.278 3.789 -0.385
C -1.927 1.684 -0.081
C 2.494 -0.826 -2.566
C 0.149 -6.609 -0.848
C 3.705 3.482 -1.990
C -0.092 1.691 4.367
H -3.132 1.650 -1.750
C 0.573 -4.306 -0.313
H -2.764 -4.910 -0.576
C 3.753 3.509 0.427
H -1.565 1.697 -3.501
H -0.718 5.649 -0.224
H 0.122 -0.661 2.879
H 0.519 -7.602 -1.064
C -0.599 4.703 0.289
C -2.885 -2.096 -0.809
H 4.783 -2.285 -4.588
H 6.210 -0.539 -3.572
C 1.045 -5.580 -0.589
H 3.588 3.011 1.375
C -0.645 1.791 0.633
C -2.737 -1.592 -2.101
H 2.407 -2.472 -3.930
C -3.858 -1.356 -2.878
C -5.274 -2.115 -1.080
H -1.912 -7.172 -1.053
C -1.215 4.557 1.484
N 0.298 2.505 -0.215
H -2.671 -0.468 1.785
H -0.746 3.125 5.816
H 0.303 1.004 5.105
C -1.125 3.791 3.816
C -2.399 -1.294 2.433
H 3.486 2.976 -2.922
H 4.489 5.310 1.330
Ti 0.577 0.113 0.350
H -1.074 -4.420 2.292
C 5.168 -0.620 -3.294
C 4.496 5.427 -0.812
C 4.221 4.767 -2.005
C -4.154 -2.358 -0.296
P -1.409 -2.443 0.131
C -1.133 1.677 -2.508
H 2.110 -5.771 -0.608
H -6.261 -2.318 -0.687
H -5.999 -1.433 -2.975
C -2.306 -2.289 4.618
H -4.272 -2.748 0.707
H 4.903 6.429 -0.833
H -1.798 5.407 1.824
C -2.101 1.702 -1.421
C -5.124 -1.617 -2.366
C -0.799 -4.066 -0.296
C -0.028 1.380 3.017
H -3.750 -0.972 -3.883
C -1.831 -2.448 1.883
C 0.911 1.548 -1.153
C -0.677 2.885 4.764
H 1.561 0.112 2.959
H -3.092 -0.328 4.215
C -1.508 -3.521 2.710
H 0.784 1.389 -3.337
C 3.292 0.173 -2.008
H -1.748 -1.379 -2.490
H 1.266 -3.496 -0.124
P 2.653 1.243 -0.695
N -0.287 -1.319 -0.128
C -1.747 -3.437 4.077
H 1.449 -0.934 -2.294
H -2.499 -2.233 5.681
C -1.697 -5.098 -0.567
C -0.562 2.229 2.061
H 4.412 5.256 -2.951
N 0.633 0.159 2.541
C 0.208 1.537 -2.431
C -1.029 3.490 2.456
H 5.272 1.022 -1.927
H -1.510 4.754 4.126
```

Properties
Net charge: +2
Spin multiplicity: 1
Strongest force on any atom: 0.013 Eh/bohr
Frontier orbital gap: 6.51 eV
HOMO energy: -12.93 eV
E_LUMO: -6.421 eV
Molar mass: 729.63 g mol⁻¹
Relative energy (zero: lowest compared OMol25 entry of this formula, charge and spin): 3.4830 eV

Formula: C45H38BF4IrN6O8S3
Source: OMol25
Level of theory: ωB97M-V with the def2-TZVPD basis set

XYZ file:
```
106
C45H38BF4IrN6O8S3 (ωB97M-V with the def2-TZVPD basis set)
C -0.317 5.972 0.505
H 1.926 2.181 -3.073
O 0.970 0.313 -3.285
H 3.234 0.389 -5.246
H -1.369 4.190 1.221
H -4.225 -0.378 -1.874
F 4.210 1.683 0.284
H 1.659 1.961 5.947
H -3.510 -2.774 1.153
C -0.760 -1.905 2.778
C 1.384 2.073 4.907
C -6.645 2.165 1.502
H -1.591 3.042 -2.035
H -7.663 2.436 1.807
F 3.534 0.255 -1.533
C -2.685 1.165 -1.791
H -1.375 -3.149 -2.534
C 0.662 1.879 2.231
H -5.183 -5.244 -2.042
H -4.272 -0.283 1.811
S -1.308 -1.693 -0.031
C -1.947 2.033 -3.934
C -2.037 2.175 -2.537
C -0.411 -3.847 1.400
O 2.290 -1.008 0.446
O 6.636 -5.191 -0.649
C -4.380 -4.611 -1.641
C 0.858 6.466 -0.061
C -0.753 -2.506 1.520
N 6.379 -4.535 0.405
C -3.480 -3.199 0.151
N -2.397 -0.581 0.374
C 0.459 3.723 0.201
H -2.556 0.909 -5.687
H -1.356 2.130 2.876
C -4.762 0.648 1.466
O 4.437 -2.035 3.872
C 5.256 -3.760 0.500
C 2.016 2.007 2.570
S 0.182 2.002 0.558
F 5.550 1.368 -1.608
H 0.629 -5.476 2.306
N 3.659 -1.645 2.943
O 2.207 -4.141 -2.222
N -0.158 -1.384 -1.028
C 0.048 2.021 4.532
H 1.461 -0.518 -3.555
C 1.828 1.443 -3.856
O 2.579 -0.984 3.098
C 1.670 4.178 -0.267
B 4.320 1.570 -1.108
C -5.929 3.044 0.665
Ir 1.436 -0.418 -1.216
F 3.625 2.542 -1.784
C 3.203 1.161 -4.478
H 3.527 2.110 -4.945
H -0.762 1.984 5.253
S -2.560 0.949 -0.001
C -2.431 -2.854 -0.698
H 2.762 5.875 -0.919
H 4.418 -4.718 -1.314
H -1.172 6.622 0.729
C -2.281 -3.402 -1.955
C 1.841 5.555 -0.428
C -3.270 -4.274 -2.422
H 1.006 7.524 -0.217
H 5.924 -2.858 2.322
H -6.428 3.958 0.336
C -6.035 0.988 1.933
H 1.132 1.797 -4.635
H -5.302 -4.232 0.321
C -4.658 2.739 0.200
H 2.757 1.933 1.769
H -3.136 -4.649 -3.441
C -3.548 0.253 -3.858
C -4.134 1.499 0.585
H 2.477 3.476 -0.496
N 1.010 1.097 -0.339
H -4.086 3.397 -0.471
O 2.152 -1.875 -2.426
C 4.331 -3.935 -0.532
H 3.929 0.892 -3.727
C -4.448 -4.082 -0.345
H -0.604 -4.388 0.462
H -1.326 2.745 -4.477
H -6.509 0.307 2.641
C -0.181 -2.593 3.831
H 3.440 2.079 4.124
H -0.154 -2.089 4.776
C 3.168 -2.011 0.500
C -0.329 2.039 3.170
C 4.020 -2.138 1.651
C 5.139 -2.883 1.588
C -0.478 4.606 0.724
H -1.231 -0.940 2.951
C 2.376 2.090 3.907
C 3.329 -2.957 -0.491
C 0.231 -4.485 2.464
H 0.851 -4.410 4.523
C 2.439 -3.032 -1.834
N -1.443 1.854 0.542
C -3.573 0.302 -2.445
C -2.697 1.052 -4.612
O 7.173 -4.471 1.416
C 0.359 -3.872 3.695
H -4.255 -0.426 -4.337
```

Properties
Net charge: +1
Spin multiplicity: 6
Strongest force on any atom: 0.141 Eh/bohr
Expectation value of S²: 8.77
Frontier orbital gap (spin up / spin down): 5.90 / 5.06 eV
HOMO energy (spin up / spin down): -9.25 / -10.27 eV
E_LUMO (spin up / spin down): -3.350 / -5.211 eV
Molar mass: 1166.05 g mol⁻¹
Relative energy (zero: lowest compared OMol25 entry of this formula, charge and spin): 0.2219 eV

Formula: C45H38ClFeN3O4P2
Source: OMol25
Level of theory: ωB97M-V with the def2-TZVPD basis set

XYZ file:
```
94
C45H38ClFeN3O4P2 (ωB97M-V with the def2-TZVPD basis set)
C -2.252 -3.343 1.059
H 4.231 -0.113 3.681
P 1.015 -1.318 -0.439
H -5.396 -1.638 -5.488
Fe 1.235 1.011 0.384
H -5.893 -2.697 -1.371
C -3.422 -0.879 -2.832
H 1.425 -2.625 -2.379
C -5.769 -2.261 -3.466
O 0.781 1.986 -1.538
H 1.418 -2.768 2.064
C -1.636 1.167 1.032
C 4.830 3.210 3.306
H -3.835 -1.460 -0.809
C 3.443 4.866 2.040
C -4.339 3.376 -2.317
C -1.766 -3.886 2.238
C 2.897 2.528 2.012
C -3.888 -0.925 -4.147
C -2.561 1.766 -2.673
H -3.949 5.385 -2.970
C 0.596 -0.910 -3.335
C 3.752 3.549 2.450
H 2.334 -0.873 4.515
C 4.978 1.919 3.721
H 4.081 5.685 2.352
N 2.025 0.352 2.025
C -3.842 2.087 -2.211
C 4.969 -2.199 0.305
H 5.512 3.984 3.634
C -4.162 -1.518 -1.842
C 1.107 -0.131 2.929
C 2.605 -2.209 -0.182
C 3.767 -1.519 0.144
C -0.092 -2.368 0.585
C -2.291 4.075 -3.341
O 2.911 1.332 -0.899
C -1.337 -0.271 3.362
C -5.330 -2.206 -2.154
H -0.783 2.584 -3.566
O 2.581 3.532 -1.775
H 0.932 -1.461 -4.218
H -1.673 4.845 -3.784
H -3.282 -3.508 0.765
C 0.627 -1.912 -2.171
C 3.045 1.179 2.469
H 5.798 1.663 4.381
H -5.337 3.597 -1.960
H -3.752 1.095 1.399
H 3.894 -5.348 -0.300
H -0.045 -4.087 3.510
C 1.550 4.001 0.866
C -1.064 -0.911 4.594
H -4.466 1.314 -1.776
N 1.825 2.765 1.201
C 5.020 -3.573 0.146
P -1.925 0.072 -2.335
Cl 2.209 2.166 -1.897
H -1.263 -0.897 -4.443
C 3.864 -4.273 -0.178
H -1.821 -2.172 -0.669
C -0.747 -0.262 -3.721
C 4.084 0.897 3.324
C 2.336 5.093 1.277
C -1.792 2.782 -3.231
H 0.447 -1.555 5.933
C -5.047 -1.613 -4.464
H -0.289 -2.505 -2.133
H 1.352 -0.135 -3.178
C 2.668 -3.595 -0.339
H -3.349 -0.403 -4.929
O 2.459 1.687 -3.209
C -1.419 -2.593 0.240
H -6.674 -2.799 -3.715
C -0.440 -3.672 2.591
C -0.257 0.108 2.549
H 0.694 4.148 0.219
H -2.413 -4.476 2.875
H 1.769 -4.153 -0.577
C -3.563 4.378 -2.885
H 5.956 -4.102 0.275
H 5.864 -1.645 0.559
H -0.542 0.677 -4.235
H -1.885 -1.219 5.228
H 2.063 6.089 0.958
C 1.324 -0.703 4.169
C -2.633 0.061 2.904
H 3.738 -0.451 0.283
C -2.778 0.791 1.760
N -0.424 0.812 1.392
C 0.388 -2.921 1.773
H -3.495 -0.238 3.488
C 0.237 -1.091 4.977
H -1.720 1.772 0.141
```

Properties
Spin multiplicity: 1
Strongest force on any atom: 0.011 Eh/bohr
Frontier orbital gap: 7.07 eV
HOMO energy: -6.90 eV
E_LUMO: 0.167 eV
Molar mass: 838.06 g mol⁻¹
Relative energy (zero: lowest compared OMol25 entry of this formula, charge and spin): 0.0000 eV

Formula: C45H38FN6OPtS
Source: OMol25
Level of theory: ωB97M-V with the def2-TZVPD basis set

XYZ file:
```
93
C45H38FN6OPtS (ωB97M-V with the def2-TZVPD basis set)
Pt 0.832 -0.611 -0.162
H -7.120 2.920 -5.277
C -2.333 2.993 -2.785
H 2.604 -6.504 3.035
C -3.324 -1.580 -2.043
H 4.770 2.825 0.314
H -0.370 2.030 1.501
C -3.489 -0.798 -4.280
C -0.113 -1.116 2.763
H 3.046 1.563 5.416
C 1.202 -5.034 2.326
H -0.973 -2.649 5.668
S -5.945 4.819 -3.246
N 2.061 -2.496 -0.257
C 2.942 4.004 2.286
C 3.142 0.978 4.511
C -4.838 2.954 -1.608
C 3.485 -5.284 1.529
F -4.162 -0.104 -5.217
C -2.503 -1.409 2.906
H -4.953 -0.381 -2.780
C -2.565 2.140 -1.708
C 3.224 -4.210 0.687
C -1.090 -2.167 4.707
H 5.491 -0.205 2.375
H 4.440 -5.792 1.536
C 2.876 3.027 1.298
C 2.005 -3.543 0.672
H -3.128 4.489 -4.094
C 0.959 -3.967 1.486
C 3.919 0.817 -1.432
H 1.025 0.730 4.283
C 4.400 0.721 3.977
N 4.003 -3.547 -0.254
H -5.822 2.936 -1.157
H -3.231 -2.334 4.704
H -6.911 3.879 -6.772
C 0.591 3.540 2.716
N 0.994 -0.720 2.033
C -1.607 -2.114 -3.664
H -1.498 -0.510 1.231
H -1.778 -2.994 -0.348
H 3.457 -1.035 1.235
C -2.295 -1.409 -4.629
N 3.170 -0.350 -1.852
C -3.332 3.822 -3.269
C -3.831 2.140 -1.119
H 1.016 -1.894 4.427
H 4.943 -3.786 -0.522
H -3.489 -1.285 2.479
H -7.904 4.485 -5.408
H 0.412 -5.389 2.974
H 1.777 4.997 3.766
C -1.528 1.275 -1.213
H -0.672 -2.600 -3.917
H -1.930 -1.323 -5.643
C 2.451 -5.677 2.356
H -1.353 3.006 -3.244
C 2.113 -0.248 2.704
C -7.012 3.923 -5.691
C 3.812 -1.641 -1.859
H -0.471 -3.442 -1.587
C -1.396 -0.981 2.202
H 3.672 -2.132 -2.824
C -5.799 4.558 -5.075
C 3.206 1.564 -0.335
C -4.019 -0.878 -3.001
C -4.597 3.795 -2.692
C -1.374 -2.894 -1.348
H 4.893 -1.555 -1.706
H -3.714 -1.643 -1.034
N 1.957 1.403 0.010
H -4.024 1.480 -0.282
C 0.537 2.572 1.734
C -2.358 -2.000 4.159
C -2.094 -2.219 -2.338
C 1.711 2.317 1.031
O -4.820 4.882 -5.670
H -0.007 -3.479 1.451
C 2.005 0.496 3.890
C 0.026 -1.728 4.023
C -0.625 0.556 -0.837
H 3.851 4.553 2.490
H 4.083 1.502 -2.268
C 3.382 -0.469 2.152
H -0.300 3.774 3.283
N 3.812 2.532 0.397
C 1.779 4.242 2.991
H 2.649 -0.178 -2.697
H 5.287 1.083 4.479
C 3.265 -2.549 -0.783
H 4.906 0.528 -1.061
C 4.513 -0.002 2.794
```

Properties
Net charge: +1
Spin multiplicity: 5
Strongest force on any atom: 0.010 Eh/bohr
Expectation value of S²: 6.09
Frontier orbital gap (spin up / spin down): 6.61 / 5.03 eV
HOMO energy (spin up / spin down): -8.79 / -9.58 eV
E_LUMO (spin up / spin down): -2.175 / -4.542 eV
Molar mass: 924.98 g mol⁻¹
Relative energy (zero: lowest compared OMol25 entry of this formula, charge and spin): 0.1286 eV